ORCA calculation (wB97M-V/def2-TZVPD) on a cluster of 2 separate species, C6H17N2 in total.

Results
E: -9466.119 eV
HOMO level: -13.3 eV
Net charge: +1
Kohn-Sham gap: 5.1 eV
ΔE to the lowest compared entry with this formula, charge and spin: 136.40 kcal per mole
E_LUMO: -0.3007 hartree

Atoms and positions in Å:
1 N -0.5650 -0.0958 -0.1908
2 N 2.1547 0.0589 -0.3848
3 C -1.7159 1.4967 1.2866
4 C -1.7687 -0.4146 -2.4623
5 C -0.7594 1.3506 0.1260
6 C 2.0232 -0.7813 1.8938
7 C -1.6700 -0.6534 -0.9662
8 C 2.7891 -0.8813 0.5264
9 H -1.8343 2.5732 1.5944
10 H 0.9600 -1.0527 1.7400
11 H 3.8423 -0.5634 0.7274
12 H -1.4684 -1.8032 -0.9277
13 H -1.2976 0.9335 2.1207
14 H 2.0715 0.2280 2.2426
15 H -2.6799 -0.5333 -0.5556
16 H -0.7772 -0.5983 -2.9198
17 H 1.0853 0.0487 -0.4325
18 H -2.7213 1.0366 1.0288
19 H 2.4827 -1.4932 2.6737
20 H -1.0928 1.9567 -0.7415
21 H -2.2145 0.4983 -2.7793
22 H 0.1865 1.8159 0.4171
23 H -2.4384 -1.2790 -2.8190
24 H 2.5739 0.0713 -1.3732
25 H 2.8343 -1.9187 0.1754

Force components x, y, z for each atom (eV/Å):
N -2.6558 2.3122 0.2242
N 0.1078 0.0920 -2.3159
C -1.7848 -0.4480 0.9519
C 0.0669 -1.9693 -1.4189
C 1.2004 -0.2113 -1.9241
C 0.5507 -2.0449 -0.2398
C 1.7534 -3.6546 0.7336
C -0.4332 0.4659 1.6147
H 0.2205 -1.1016 -0.5714
H 0.6055 0.0099 0.2187
H -0.6664 -0.0807 -0.5763
H -0.3747 1.9511 0.2533
H -0.2083 0.1416 0.2053
H 0.1066 0.6194 0.3648
H 0.3066 0.7939 0.5542
H -0.5833 0.3410 0.0875
H 1.5442 -0.2073 0.2377
H 1.1261 0.7920 0.3829
H -0.7465 1.1537 -1.2195
H -0.3400 -0.6889 0.1293
H -0.1165 0.8476 -0.0636
H 0.2619 -0.5646 0.1670
H 0.9231 1.4155 0.3967
H -0.7633 -0.0630 1.9726
H -0.1005 0.0984 -0.1652

=====

ORCA calculation (wB97M-V/def2-TZVPD) on a cluster of 2 separate species, C6H17N2O in total.

Results
E: -11519.083 eV
HOMO level: -14.6 eV
Net charge: +1
Kohn-Sham gap: 11.8 eV
ΔE to the lowest compared entry with this formula, charge and spin: 25.87 kcal per mole
E_LUMO: -0.1028 hartree

Atoms and positions in Å:
1 O 1.2453 -0.9954 -0.2146
2 N 2.2039 -1.1453 -2.1345
3 N -0.2619 0.5948 1.1975
4 C -0.7782 -1.2558 2.9886
5 C 1.5111 -0.4463 -1.2785
6 C 0.9948 0.8516 -1.6972
7 C -2.4961 -0.3359 1.2287
8 C 1.2235 1.2819 -3.1848
9 C -1.2109 0.0073 2.1165
10 H 1.4777 1.6655 -1.2051
11 H 2.3473 1.3262 -3.4272
12 H 2.5226 -2.0552 -1.8562
13 H 0.4090 -0.1468 0.6094
14 H -1.3622 0.7886 2.7717
15 H 0.7518 0.6062 -3.8418
16 H 0.3447 -1.3418 3.0466
17 H -2.9299 0.5920 1.1060
18 H 2.3979 -0.7127 -2.9701
19 H -0.6751 1.1613 0.4902
20 H -1.2006 -1.1906 3.9841
21 H 0.7581 2.2169 -3.4112
22 H -1.0885 -2.1634 2.3921
23 H 0.4359 1.2638 1.6050
24 H -0.0835 0.9242 -1.3725
25 H -3.2232 -1.0090 1.4820
26 H -2.0100 -0.6931 0.2780

Force components x, y, z for each atom (eV/Å):
O -0.9083 0.3155 2.2942
N 0.1691 -0.5190 0.7450
N 3.8060 -0.2349 -0.7806
C 1.4576 0.0999 -2.6504
C 0.0380 -1.2623 -0.4071
C -1.3563 2.1234 -1.2794
C 4.7762 0.8282 -0.9469
C 1.5237 -0.6964 0.8315
C -1.9143 -3.1854 0.6276
H 0.5430 0.3391 1.1795
H -1.7011 0.1151 0.3755
H 0.2093 -0.1518 -0.2310
H -0.5675 0.1924 0.4285
H -1.1294 1.4918 1.6695
H -0.3885 -1.0547 -0.9210
H -1.0486 0.2414 0.2242
H -1.2983 1.9274 -0.8934
H 0.9035 0.3575 -2.3302
H -1.0481 0.3784 -0.5636
H -0.1679 -0.1434 -0.0964
H 0.0063 0.7993 0.2118
H 0.1326 0.7914 1.0869
H -0.7850 -0.9541 0.2461
H 0.9724 -0.1976 -0.8111
H -1.3351 -1.8683 1.4488
H -0.8893 0.2670 0.5419

=====

ORCA calculation (wB97M-V/def2-TZVPD) on the ion C6H17N2O3 with charge +1.

Results
E: -15610.078 eV
HOMO level: -13.3 eV
Net charge: +1
Kohn-Sham gap: 11.0 eV
ΔE to the lowest compared entry with this formula, charge and spin: 100.63 kcal per mole
Structure (SMILES): C[N+](C)(C)O[C@@H](O)NCCO
E_LUMO: -0.0843 hartree

Atoms and positions in Å:
1 O 0.4425 0.4981 -0.6340
2 O -0.0688 2.6054 0.1866
3 O -1.7210 -2.1479 0.0367
4 N -1.8029 1.1956 -0.4135
5 N 1.5885 -0.0168 -0.0657
6 C 1.4992 -0.3465 1.3588
7 C -2.6281 0.1237 0.1997
8 C 2.6928 0.9868 -0.3223
9 C -0.7060 1.4517 0.3175
10 C -2.6751 -1.2810 -0.4250
11 C 1.8205 -1.2969 -0.7472
12 H 0.9941 -1.9357 -0.7448
13 H 1.5439 0.5948 1.9891
14 H -3.8125 -1.7348 -0.2454
15 H -0.2482 3.1107 -0.5859
16 H -2.5517 -1.0790 -1.4804
17 H 3.6935 0.6396 0.0629
18 H 2.4170 1.8750 0.2808
19 H -1.7187 1.0722 -1.4717
20 H -0.6629 1.1130 1.3151
21 H -2.0611 -2.9331 0.3868
22 H 2.2868 -0.9485 1.7065
23 H 1.8803 -1.1889 -1.7948
24 H 2.6531 -1.7229 -0.3617
25 H -2.4766 0.2537 1.2661
26 H -3.6269 0.6264 -0.0073
27 H 0.5435 -0.7160 1.5084
28 H 2.7047 1.2014 -1.3151

Force components x, y, z for each atom (eV/Å):
O -0.9709 -0.5063 0.9108
O 0.4398 0.6821 2.0957
O 2.2866 1.0873 -0.3015
N -0.1654 -1.5659 -0.9932
N 1.3908 -0.0224 -0.7334
C -0.1432 3.5443 1.2766
C -2.7201 1.9018 -0.8848
C 0.5618 -0.4406 4.0184
C 1.8259 0.7338 -3.3776
C -3.4114 0.3757 0.8269
C -1.0188 1.0909 -1.4869
H -1.6043 -0.8124 1.2337
H 0.0624 -0.7981 -0.9142
H 2.8993 1.2845 -0.5293
H -0.5559 0.3756 -1.2301
H -0.0928 -0.4111 -0.6227
H -1.1145 -0.0131 -0.5151
H 0.1143 -0.4662 -0.5626
H 0.2355 0.6728 2.0612
H -0.1165 -0.4935 0.8780
H -0.9961 -1.6414 0.6905
H 0.8875 -1.0351 0.0176
H 0.7509 0.9309 -1.2416
H 2.6042 -1.4482 1.0753
H -0.1027 -0.7510 0.2003
H 0.5226 -1.3452 0.5846
H -1.6325 -1.4318 0.3535
H 0.0635 0.5024 -2.8304

=====

Max |F|? In order: 4.119 4.939 4.081 eV/A.